The following is a DFT calculation (the ωB97M-V functional and the def2-TZVPD basis) of a 15-piece molecular cluster, C30H90O27 overall in a non-equilibrium geometry.

As for the electronic energy: -87846.405 eV. The calculation puts the lowest unoccupied orbital energy at 0.25 eV. As for the strongest force on any atom: 3.4 eV Å⁻¹. Its energy above the lowest of the compared OMol25 structures with the same formula, charge and spin is 0.7399 eV. The calculation puts the frontier orbital gap at 0.36078 hartree.

The geometry in ORCA input format:
```
! wB97M-V def2-TZVPD RIJCOSX def2/J DEFGRID3
* xyz 0 1
H -3.3465 1.6372 -2.6695
H 3.8474 0.4407 0.2432
C -2.2949 -4.0217 3.4366
C 2.0301 0.0781 -3.2099
H -3.1518 -1.5863 -5.2485
H 6.2140 3.0584 2.2612
C 1.6274 5.0455 4.6241
H -2.9051 -5.7684 0.4516
H 1.8577 -5.4101 -0.5416
H 1.0898 -0.3738 -3.4825
H -0.6197 -2.1825 -4.2543
H -0.2690 -5.2783 0.3072
O 0.3322 3.4435 -0.1195
C -1.0169 -4.7987 2.9894
O 2.2878 -0.2143 -1.8085
O -0.9055 5.1319 -2.3647
C -0.0557 5.5582 -1.3231
H 4.1917 2.3382 1.1621
H 3.9217 0.3614 -4.1105
H -2.8560 -3.7694 -1.6599
H 2.5615 5.2430 2.8576
H 1.3914 3.1498 3.0886
H -2.4256 -1.3805 1.7642
C -0.2555 1.5734 -5.6675
O 2.7783 -0.7897 5.1680
C 4.6875 2.8707 -2.4619
H -0.5172 -3.2058 2.0115
H -1.1802 -2.2914 -0.8039
O -1.8704 -2.7989 4.0092
C 0.0768 -1.1234 0.4697
H -4.1792 -2.8538 -3.2928
H 1.8785 1.1972 -3.2247
H -0.4588 -1.2408 4.6539
O -4.6615 -1.7767 4.2620
H -3.7585 -3.3257 0.4588
H 2.6672 0.5962 -1.4637
C -4.2861 -6.2093 -1.0740
H 2.1334 -4.0955 -2.6833
H -0.1290 -1.2041 -1.7022
H 0.3610 -0.0921 0.4777
H -0.6136 -3.8097 -2.7505
H 5.2745 -0.1499 1.0582
O -3.1642 1.8937 0.0997
C -0.5944 3.0308 -5.8995
H -1.0142 4.1465 -2.3440
H -5.9848 -0.3685 3.4899
H -2.6262 -0.7335 -0.3289
H 2.5941 -1.2870 1.7538
H -1.6915 3.1657 -5.9570
H -3.4789 -6.0807 -1.8550
H 1.1554 5.8138 5.2510
H -3.3091 3.3186 -3.0647
O -3.3912 -1.4781 1.6836
O 0.2749 -3.8545 -3.0929
H -4.6265 -5.4811 0.9010
C -2.9768 2.5704 -2.3063
H 1.7444 2.7579 -0.9680
C -2.5588 -2.2541 -4.5966
H -1.2699 4.7056 0.1634
O -1.2856 -1.5509 -4.4836
H -1.1853 2.0081 -3.0505
O -0.2489 -5.3842 -0.6622
H -4.6682 2.7140 -0.8980
H -2.4545 -3.2284 -5.1920
H -0.1691 3.4655 -6.8154
O -0.4291 -4.1876 1.8703
O 1.0921 2.7070 3.9171
C -0.7365 -1.2969 -0.8174
H 2.9923 -0.1467 4.4748
H 1.0288 -1.6751 0.4068
O 3.5697 3.2800 2.8602
H 3.6522 4.0327 1.0246
O -5.5689 -5.7637 -1.6044
H 5.1990 3.7136 -2.9351
H 4.0537 -1.2086 2.8259
O -1.7951 -0.3506 -0.7281
C -3.2014 -2.4465 -3.2008
H -0.3584 3.6332 -5.0183
H -1.1390 0.0909 -4.5453
C 4.2308 -0.4189 0.7337
H -4.3471 -7.2233 -0.7733
H 1.5791 -1.9059 3.9941
H 3.5257 2.4118 3.1376
H 1.3070 -3.2391 -1.3929
O 5.8022 5.1607 2.4113
C 0.6324 3.8763 4.6646
H -3.2625 -1.6257 -2.4745
H 3.2514 4.3102 -1.7662
H -2.3975 1.3368 -0.2303
H 3.5480 -1.5851 -0.6398
H 0.4051 5.3822 0.7545
H -2.6500 -2.2025 4.0946
H 5.0809 2.7685 -1.4427
H -1.4617 -5.7706 2.6959
H 2.5415 4.8103 5.0997
H -5.9064 -1.8333 2.5567
C 3.2556 3.2829 -2.2026
C -3.9058 -5.3478 0.1433
C 0.3272 -0.4679 4.7110
H -0.2433 4.2850 4.2619
O -2.4659 -3.4977 -2.5416
H 5.2298 5.1868 3.1532
O 2.5966 2.4383 -1.2668
H -0.4038 2.9628 -0.4159
O 4.3521 -1.5702 -0.0720
H 4.7659 1.9384 -2.9513
H 3.3821 -1.3079 -4.1259
C 1.2712 -4.0931 -2.0896
C -4.2252 -0.4688 2.3126
O -0.6268 -1.4934 1.6806
H -3.2666 3.7885 -0.5142
H -4.6710 0.1235 1.4784
C 3.4429 -0.7115 2.0324
O 2.9774 0.5349 2.5239
C -0.1808 4.8079 -0.0156
C 4.2217 3.3477 1.6120
O 1.6984 5.4447 3.2403
H -5.5845 -4.7728 -1.5749
H 6.1172 3.9706 0.7240
H -0.2613 6.6462 -1.0721
O -3.6908 -3.9839 -0.2502
H 0.3315 3.5426 5.6693
H 0.8355 1.5243 -5.3923
C -3.5646 2.8255 -0.8844
H 1.3253 -2.1284 5.7433
H 0.4276 1.2093 3.5845
C 3.0388 -0.2811 -4.2476
H 2.0068 0.4507 2.4948
H 0.1712 0.2252 5.5936
H -0.3261 -4.9933 3.7770
H -0.3827 0.9119 -6.5325
H 1.1869 -6.2946 -1.8571
H -2.9670 -3.9287 2.5628
O 0.4083 0.2457 3.4182
C -5.3222 -1.1401 3.1827
H 0.9492 5.4374 -1.7728
H 2.6692 3.3919 -3.1439
C 1.5031 -1.3383 4.8896
H 2.6777 -0.1148 -5.2559
H -5.2194 -2.3721 4.7418
O -1.5056 2.6047 -2.3900
C 1.0258 -5.3805 -1.2646
O -1.0395 1.1316 -4.5497
H -0.3901 -0.7508 2.3002
H -2.8195 -4.4705 4.2638
H -3.5986 0.2410 2.9332
C 5.7036 3.9122 1.7358
*
```

Mulliken population analysis, charges in e, atoms 1 to 5: H 0.322; H -0.805; C -0.408; C 1.359; H 0.443

The following is a DFT calculation (the ωB97M-V functional and the def2-TZVPD basis) of C30H94F6MnNO36S3 as an isolated structure in a non-equilibrium geometry.

As for the expectation value of S²: 8.753. As for the electronic energy: -187963.421 eV. The calculation puts the lowest unoccupied orbital energy (spin up / spin down) at 1.64 / 1.64 eV. As for the strongest force on any atom: 3.2 eV Å⁻¹. The calculation puts the frontier orbital gap (spin up / spin down) at 0.32220 / 0.33053 hartree.

The geometry in ORCA input format:
```
! wB97M-V def2-TZVPD RIJCOSX def2/J DEFGRID3
* xyz -1 6
H 11.4511 8.8541 19.4871
H 21.7662 7.3061 12.0442
H 16.6585 8.8480 20.7407
H 18.0662 16.3432 10.8191
O 20.1472 10.5056 10.7408
O 19.4288 8.1111 17.2848
H 21.2918 15.1442 15.2119
H 17.3541 7.2356 13.5687
F 19.3432 11.7975 13.5381
H 20.2010 15.4874 13.8959
O 20.1614 15.1475 17.8696
C 15.1315 8.1514 8.6961
H 18.3868 15.6041 15.2124
H 15.0352 11.6861 7.5716
O 16.5158 11.8093 12.1437
O 14.8324 15.1412 15.4464
O 18.2431 8.7852 11.4314
C 20.7009 15.9459 14.7655
H 18.4098 10.5483 9.5337
H 15.8866 7.2104 11.7065
H 11.0068 14.6292 10.3244
O 10.6484 12.5810 10.4849
H 16.6563 12.4671 20.0246
H 13.7379 8.9085 18.5577
H 16.4333 9.5117 9.8371
H 17.1968 17.4117 14.5446
H 21.0530 13.4766 17.4167
H 9.4602 14.0993 10.9616
H 19.8470 10.8104 8.6287
H 22.9076 15.1452 17.1958
O 18.0039 16.1693 18.3057
H 14.9556 8.3789 16.2053
H 16.7252 16.8776 16.2415
H 21.7949 12.7686 13.9445
H 20.9349 13.4512 12.6556
S 15.7975 12.4304 13.2118
Mn 16.5054 13.8351 16.3929
C 22.4455 8.1330 12.1721
O 21.2411 10.0801 17.6780
H 21.6316 11.5858 11.5561
C 22.5481 9.6673 17.1840
H 23.0749 10.7176 13.1506
H 15.2113 16.2337 13.8003
H 10.1211 10.7948 14.7980
C 15.0105 13.0552 8.9560
H 19.9036 8.9948 17.3236
H 10.9949 11.1123 18.9835
C 14.2284 11.4717 13.4283
H 23.1301 12.6264 18.7075
H 20.5338 7.8843 15.5887
C 9.6296 9.3272 13.3043
H 21.8603 8.4235 14.2182
C 17.2970 9.1774 19.8981
C 15.4331 14.4410 19.1539
O 17.1854 8.1569 18.8765
H 8.0296 9.2085 14.4013
H 17.9329 8.3252 18.2446
H 16.4182 13.9755 19.1303
O 14.4522 12.3424 7.8635
O 23.7260 7.4877 12.2613
H 19.2328 12.0699 9.7674
H 11.2310 8.7071 15.4566
H 11.2620 10.7764 13.4850
H 21.1267 9.5157 13.1618
C 17.6346 6.7084 12.6562
H 15.5154 12.4353 9.7011
C 17.1421 10.7269 19.4480
F 13.6294 11.4045 12.2380
H 11.7443 6.4386 13.3715
H 23.8035 12.8144 17.0500
H 19.5720 9.9697 11.3327
H 15.9622 7.0042 18.0002
C 13.1173 9.8159 18.5632
O 22.3829 12.1162 11.9398
O 16.5013 6.4734 11.7462
O 17.3026 10.0340 13.9557
C 18.1702 15.4230 11.4551
H 9.6897 14.0245 9.2377
H 19.1890 7.0819 11.1070
C 11.7106 9.3431 18.5321
H 14.4450 14.6369 14.7124
O 17.2152 10.6385 16.3444
H 18.3077 9.1427 20.2714
H 18.6430 7.9426 15.4196
H 16.7757 10.6919 18.4610
H 19.2222 15.1964 11.6334
H 12.4662 6.2082 11.7298
H 10.1123 8.5993 12.6351
H 16.3719 6.8671 9.6443
O 18.8335 14.5144 19.7695
H 14.7972 6.7253 15.4916
S 17.4360 11.0580 14.9673
H 14.7387 17.2380 15.1833
H 17.6546 15.5537 12.3823
H 19.4950 7.6880 12.7888
C 16.7345 16.6055 15.1636
H 20.0705 16.3316 16.5469
H 9.1267 9.9985 12.6278
H 22.6790 9.9989 16.1704
O 16.1802 7.1776 8.7521
C 21.9188 13.0884 12.9325
F 14.5702 10.2306 13.7665
H 14.1307 7.7506 8.8056
H 24.2776 14.7014 18.2446
O 8.7368 8.6038 14.1754
H 11.1713 12.2966 9.7328
H 16.3620 7.3559 15.8815
H 16.4343 15.9263 18.2700
C 14.4249 13.3559 18.6803
C 10.1775 13.9099 10.2193
H 16.9188 14.0226 11.3458
H 14.4558 12.4437 19.3041
H 19.5600 6.4969 16.0428
O 15.4986 15.5233 18.2041
H 22.6164 13.9616 12.9868
O 18.0274 13.7465 17.6108
H 17.8779 9.3274 12.1192
H 15.1133 8.7171 7.7439
O 15.2008 6.7371 17.4871
F 20.0474 10.9529 15.2842
O 15.4159 13.7893 13.1309
C 12.5905 6.6844 12.6886
C 22.0565 9.0224 13.3352
C 22.9933 13.1228 17.7356
H 18.1581 11.1256 19.4481
C 19.1298 11.6969 14.7907
O 10.7597 10.4385 18.3265
C 19.4144 11.0245 9.6048
O 12.6047 8.0983 12.4617
O 13.4773 10.6252 17.4487
H 23.3597 10.0200 17.8724
C 18.7507 7.5524 11.9892
F 13.4166 11.9751 14.3745
H 14.2066 13.5011 9.5486
C 15.3209 7.3449 16.2289
H 15.1449 14.7792 20.1705
H 15.7654 13.8077 8.7208
C 19.5679 7.5572 15.9693
O 15.0897 8.6801 11.1427
H 18.1103 5.7350 12.8808
H 13.4214 13.7216 18.5686
C 15.3230 16.3706 14.8641
H 14.6954 10.0340 9.6898
H 24.3324 8.1953 12.5194
O 21.7166 12.8001 17.1256
H 13.5325 6.3793 13.1340
C 15.3749 9.1841 9.7804
O 17.4463 15.3683 15.0279
H 22.4088 8.5617 17.2066
H 22.4091 8.7843 11.2942
H 14.1409 8.6620 11.2776
H 12.7937 10.5117 16.7744
H 11.5474 8.5781 17.7348
H 21.6206 14.9684 19.1857
O 17.5615 14.3819 10.6997
S 18.7694 14.9286 18.3980
H 14.4747 12.0902 17.1983
C 23.2057 14.5608 18.0660
H 13.3593 10.4809 19.4246
O 22.6026 14.9708 19.2371
O 11.6746 9.2598 14.7675
O 23.1636 9.9055 13.6420
F 19.2426 12.8935 15.3758
H 21.0897 11.0218 17.4385
C 10.6972 10.1042 14.1318
O 14.8930 12.9521 17.3501
H 21.3317 16.7049 14.3334
N 16.5261 12.3420 14.6010
O 16.2752 11.6164 20.2353
O 19.7600 16.5423 15.6350
H 12.6249 8.5178 13.3232
*
```

Mulliken population analysis, charges in e, atoms 1 to 5: H 0.398; H 0.169; H 0.327; H 0.301; O -0.248

The following is a DFT calculation (the ωB97M-V functional and the def2-TZVPD basis) of a 3-piece molecular cluster, C31H19ClNO10P overall in a non-equilibrium geometry.

As for the SMILES: N#CO[C@H](Cl)OC(=O)P(=O)(O)O.O=C1c2ccccc2C(=O)c2ccccc21.O=C1c2ccccc2C(=O)c2ccccc21. As for the electronic energy: -76230.804 eV. The calculation puts the lowest unoccupied orbital energy at -1.34 eV. As for the strongest force on any atom: 6.6 eV Å⁻¹. The calculation puts the frontier orbital gap at 0.30384 hartree.

The geometry in ORCA input format:
```
! wB97M-V def2-TZVPD RIJCOSX def2/J DEFGRID3
* xyz 0 1
C 1.2406 -0.3419 5.5295
O 4.7888 3.2093 -6.5694
C -3.9985 -3.6651 0.2516
H -3.7905 2.1824 3.6691
O -0.3859 -3.7724 -2.8476
H 1.2542 0.7847 -2.9231
C -3.3896 -5.7787 -0.7385
H 4.3092 -0.9786 6.8393
H -0.2757 2.1346 -1.5140
H -2.1595 1.0500 -0.3402
C -1.9211 1.5629 4.5300
C -1.4979 0.4554 -0.9627
H -4.9664 -5.5298 0.7054
C 1.9178 -2.6149 5.0687
O 0.3338 4.3025 -4.4981
H -2.5579 -1.8248 2.7641
C -0.8604 -1.6728 -1.9127
C -0.9909 0.5294 4.6546
H 4.3218 5.1504 -8.2642
H -4.1851 0.0169 2.5268
O -3.5501 -0.9079 0.3532
C -0.4376 1.0666 -1.6233
O 0.4443 1.8166 5.9944
C 1.4167 5.0762 -5.1011
C -3.0702 1.3763 3.7682
H 1.1676 6.2005 -5.0694
C -2.3871 -5.1508 -1.4699
C -2.8095 -1.5679 -0.3574
C 2.4398 -0.1260 6.2099
P 5.0204 4.8461 -6.1807
C -2.1827 -3.7762 -1.3370
C -1.7046 -0.9188 -1.0973
C 0.2450 0.7496 5.4374
H -4.6285 -3.0932 0.9262
Cl 1.5640 4.5057 -6.8672
O -0.4854 -2.8957 3.6710
O 6.4028 5.1703 -5.5832
O 3.8032 6.8148 -4.7822
O 2.6522 4.8402 -4.3724
O 4.8626 5.7163 -7.6632
C 0.4639 2.9825 -5.0684
C -0.2604 -1.8098 4.1787
C -1.2240 -0.6965 4.0308
C 0.4201 0.3093 -2.4183
H 3.8343 -3.2001 5.8445
H 2.6501 0.8418 6.6547
H -1.7632 -5.7348 -2.1396
C -4.1904 -5.0374 0.1277
C -2.3755 -0.8778 3.2629
C 0.9858 -1.5828 4.9455
N 0.6340 1.7815 -5.1465
C 3.1087 -2.3978 5.7535
H -3.5444 -6.8483 -0.8402
H 1.7194 -3.5869 4.6280
H 0.8751 -1.6406 -3.1933
C 3.7211 5.5688 -4.9991
C -1.0903 -3.1237 -2.0924
C -2.9969 -3.0301 -0.4851
C -3.2937 0.1587 3.1286
H 4.5461 2.6738 -5.7665
H -1.7503 2.5156 5.0219
C 3.3740 -1.1510 6.3159
C 0.2064 -1.0569 -2.5683
*
```

Mulliken population analysis, charges in e, atoms 1 to 5: C 0.160; O -0.486; C -0.451; H 0.410; O -0.680

The following is a DFT calculation (the ωB97M-V functional and the def2-TZVPD basis) of C31H20Br4N9O3PtS as an isolated structure.

As for the electronic energy: -346270.372 eV. The calculation puts the lowest unoccupied orbital energy at -4.60 eV. As for the strongest force on any atom: 0.9 eV Å⁻¹. Its energy above the lowest of the compared OMol25 structures with the same formula, charge and spin is 1.3536 eV. The calculation puts the frontier orbital gap at 0.22187 hartree.

The geometry in ORCA input format:
```
! wB97M-V def2-TZVPD RIJCOSX def2/J DEFGRID3
* xyz 1 1
H 4.7260 -5.0114 3.3204
C 3.0548 2.4856 -1.9301
O -1.5514 3.4851 -2.2239
H -5.3254 -0.9602 -0.9106
O 0.9263 4.2862 -2.7800
C 3.6429 3.0143 0.7169
H 0.9580 -0.9645 -3.6487
C -4.3382 -1.3335 -0.6498
H 4.4958 -2.0319 -0.3193
H 3.9439 -3.3897 -1.2920
C -2.1617 -0.1294 -0.9545
C 4.6244 3.1271 -0.2506
Br -3.3685 8.3053 -1.9149
C -1.8719 -3.9675 2.7343
C 0.3410 6.5758 -2.6507
N -1.6359 -4.7076 3.7604
S 0.8816 2.4447 1.1872
C 0.2113 -4.3478 2.7357
C 1.6012 -4.2376 2.3038
C 1.3940 -1.1221 -2.6764
C 0.0855 5.1269 -2.6041
C 4.3337 2.8679 -1.5898
H 3.8343 3.2270 1.7588
C 3.2308 -3.3935 0.7439
Br -0.3222 9.2877 -2.5452
H 5.0869 2.9684 -2.3568
C -0.6633 7.4530 -2.4596
C 3.9314 -4.6067 2.7086
N -0.2734 -4.9555 3.7621
N 1.0092 -0.4512 -1.5549
C -2.3801 5.7006 -2.1009
N -1.6807 1.0623 -0.6293
H 5.6237 3.4303 0.0330
H -6.3370 -2.9440 3.2537
H 1.8055 -0.6567 0.4244
C -5.4829 -2.1758 1.4430
H 5.2773 -3.7788 1.2642
H -6.3990 -1.6944 1.1240
C 3.6419 -2.6791 -0.5242
C -4.2753 -3.4759 3.0721
C -2.7324 1.7044 -0.0512
N -3.4365 -0.1855 -0.5933
N 2.3421 -2.0002 -2.4656
H -3.9837 -1.9667 -1.4635
N 2.5927 -1.8783 -1.1449
C -3.1741 -2.7006 1.0770
C 1.8001 -0.9480 -0.6150
C -4.3461 -2.0905 0.6544
H 1.1020 -3.1931 0.5079
C 4.2402 -3.9144 1.5484
H 2.7529 2.2795 -2.9470
Br 2.1078 7.0684 -3.0017
H -1.6143 -0.9212 -1.4364
H -2.6784 2.7113 0.3241
C 2.6114 -4.7659 3.0982
C 1.9099 -3.5690 1.1209
H -4.2300 -4.0110 4.0108
N -3.8113 0.9689 -0.0057
Pt 0.2156 1.7196 -0.9582
H -2.2786 -2.6433 0.4693
N 2.1167 2.3655 -0.9877
C -1.3559 4.6711 -2.2929
C -5.4464 -2.8770 2.6440
C 2.3745 2.6329 0.3033
C -3.1293 -3.3805 2.2845
H 2.3535 -5.2817 4.0129
C -2.0544 7.0058 -2.1786
O -0.7451 -3.6985 2.0265
Br -4.0976 5.0651 -1.7208
*
```

Mulliken population analysis, charges in e, atoms 1 to 5: H 0.416; C 0.055; O -0.461; H 0.425; O -0.406

Look up the strongest force on any atom of the second one. 3.2 eV Å⁻¹

What is the formula in the third record? C31H19ClNO10P

Among the records above, which one has the lowest electronic energy? C31H20Br4N9O3PtS

What is the strongest force on any atom in the fourth record? 0.9 eV Å⁻¹